Here is a molecular structure, C28H39Br51N3O2 from the OMol25 dataset. Energies are from the ωB97M-V functional and the def2-TZVPD basis.

Element x y z (Å)
C -0.226 -1.165 2.424
C -0.904 0.112 1.881
C 0.045 0.921 0.992
C 0.581 -0.043 -0.103
N 0.944 0.603 -1.412
C -0.029 1.538 -1.672
N -0.978 1.343 -2.573
N -0.048 2.672 -0.910
C -0.632 2.220 0.430
C -2.151 2.205 0.289
C -2.929 2.688 1.507
C -4.381 2.935 1.123
O -5.157 1.738 1.211
C -5.179 0.950 0.115
C -4.837 -0.473 0.391
O -5.442 1.365 -0.962
H 0.842 -1.009 2.541
H -0.671 -1.428 3.375
H -0.404 -1.992 1.746
H -1.202 0.714 2.731
H -1.773 -0.207 1.313
H 0.858 1.207 1.655
H -0.097 -0.870 -0.289
H 1.498 -0.506 0.241
H 1.817 1.114 -1.308
H -1.266 2.077 -3.204
H -1.486 0.469 -2.606
H 0.931 2.922 -0.766
H -0.394 3.037 1.104
H -2.502 1.237 -0.061
H -2.378 2.916 -0.503
H -2.494 3.629 1.835
H -2.946 1.954 2.306
H -4.822 3.624 1.831
H -4.426 3.354 0.124
H -4.827 -0.642 1.460
H -5.558 -1.135 -0.069
H -3.868 -0.729 -0.030
C -5.810 7.229 1.243
Br -6.028 6.116 2.798
Br -5.525 9.056 1.734
Br -4.417 6.587 0.078
H -6.736 7.176 0.688
C 2.549 -2.379 -3.182
Br 3.858 -1.906 -1.854
Br 3.376 -2.954 -4.809
Br 1.299 -3.674 -2.503
H 1.982 -1.488 -3.405
C -6.854 -3.777 1.936
Br -7.553 -3.007 0.317
Br -7.471 -5.571 2.177
Br -4.931 -3.672 2.023
H -7.242 -3.189 2.755
C 3.362 -6.845 -4.751
Br 4.670 -6.352 -3.442
Br 4.199 -7.446 -6.370
Br 2.110 -8.135 -4.058
H 2.796 -5.956 -4.990
C 2.537 -8.180 0.108
Br 2.265 -6.327 -0.311
Br 4.365 -8.536 0.570
Br 1.324 -8.779 1.472
H 2.317 -8.742 -0.788
C 8.762 -7.422 -3.452
Br 8.402 -5.581 -3.861
Br 10.612 -7.705 -3.028
Br 7.606 -8.059 -2.056
H 8.542 -7.996 -4.339
C -8.479 3.535 1.089
Br -8.572 1.661 0.674
Br -8.115 4.586 -0.480
Br -10.053 4.132 2.002
H -7.644 3.677 1.758
C -11.573 8.120 2.964
Br -12.115 6.953 4.388
Br -9.672 8.412 2.959
Br -12.176 7.482 1.258
H -12.038 9.078 3.139
C 6.127 -6.820 -9.992
Br 6.218 -8.395 -8.894
Br 4.431 -6.679 -10.878
Br 6.536 -5.238 -8.980
H 6.884 -6.917 -10.754
C 0.511 7.141 -1.371
Br -0.321 7.910 -2.914
Br 0.187 5.227 -1.290
Br 2.386 7.533 -1.285
H 0.048 7.580 -0.499
C -3.251 11.910 3.685
Br -2.163 11.070 2.339
Br -4.882 12.590 2.932
Br -3.581 10.746 5.173
H -2.694 12.757 4.056
C 10.213 -2.257 -2.163
Br 11.411 -2.998 -3.466
Br 8.591 -1.614 -2.981
Br 9.843 -3.494 -0.746
H 10.709 -1.405 -1.720
C 0.431 -10.590 4.955
Br -1.337 -11.302 4.725
Br 0.415 -8.984 6.012
Br 1.636 -11.896 5.676
H 0.800 -10.324 3.976
C 12.995 -1.478 1.540
Br 11.449 -0.350 1.723
Br 12.709 -3.211 2.308
Br 13.566 -1.597 -0.290
H 13.798 -1.015 2.093
C -11.148 -5.219 1.395
Br -11.529 -3.711 2.524
Br -11.383 -6.882 2.328
Br -12.163 -5.165 -0.232
H -10.105 -5.152 1.125
C 16.238 -4.904 2.683
Br 15.126 -5.899 1.474
Br 17.850 -5.852 3.108
Br 16.615 -3.143 2.004
H 15.684 -4.781 3.601
C -3.206 14.614 0.180
Br -3.762 13.230 -1.030
Br -1.847 15.730 -0.587
Br -4.701 15.642 0.808
H -2.773 14.124 1.040

Output
Energy above the lowest of the compared OMol25 structures with the same formula, charge and spin (kcal/mol): 0.0
HOMO-LUMO gap (eV): 6.399
Charge: +1
Maximum force (eV/A): 1.67
E (a.u.): -132679.3058